Entry 1:
C36H41IN4O2Pd as an isolated structure, computed with wB97M-V/def2-TZVPD.

```
85
Properties=species:S:1:pos:R:3
Pd 0.2015 -1.1629 -0.5215
C 3.6175 0.1369 -3.6247
C 2.9724 -1.1354 -3.0702
C 2.8910 -2.2228 -4.1367
C 3.6808 -1.5740 -1.8070
C 4.6831 -2.5342 -1.8190
C 5.3119 -2.9309 -0.6459
C 4.9225 -2.3657 0.5578
C 3.9212 -1.4041 0.6095
C 3.4832 -0.8088 1.9318
C 3.2270 -1.8698 2.9999
C 4.4918 0.2376 2.4091
C 3.3073 -0.9873 -0.5827
N 2.2147 -0.1154 -0.5380
C 2.3950 1.1856 -0.5151
O 3.4651 1.8317 -0.5857
C 1.0981 1.9679 -0.3549
C 1.1370 3.3577 -0.3675
C -0.0442 4.0527 -0.1697
C -1.2116 3.3464 0.0661
C -1.1596 1.9557 0.0773
N -0.0300 1.2924 -0.1566
C -2.4134 1.1687 0.4554
O -3.4334 1.8345 0.7592
N -2.2251 -0.1274 0.4748
C -3.2186 -0.9648 0.9614
C -2.9513 -1.6662 2.1608
C -3.8682 -2.5946 2.6303
C -5.0434 -2.8560 1.9366
C -5.2922 -2.1814 0.7511
C -4.3974 -1.2432 0.2487
C -4.6869 -0.5467 -1.0645
C -4.9221 -1.5445 -2.1989
C -5.8627 0.4202 -0.9240
C -1.6367 -1.3888 2.8614
C -1.6831 -0.0540 3.6099
C -1.1765 -2.4985 3.8009
H 3.0438 0.5210 -4.4737
H 4.6354 -0.0759 -3.9700
H 3.6782 0.9112 -2.8593
H 1.9487 -0.8938 -2.7693
H 3.8747 -2.4703 -4.5484
H 2.2699 -1.8774 -4.9671
H 2.4387 -3.1277 -3.7289
H 4.9674 -2.9990 -2.7561
H 6.0851 -3.6907 -0.6701
H 5.3964 -2.6908 1.4780
H 2.5356 -0.3007 1.7412
H 4.1432 -2.4012 3.2737
H 2.5025 -2.6083 2.6530
H 2.8330 -1.4038 3.9072
H 5.4628 -0.2287 2.6084
H 4.1479 0.7121 3.3333
H 4.6249 1.0066 1.6473
H 2.0928 3.8374 -0.5227
H -0.0512 5.1380 -0.1794
H -2.1639 3.8174 0.2631
H -3.6582 -3.1412 3.5430
H -5.7502 -3.5880 2.3119
H -6.2038 -2.3926 0.1998
H -3.7994 0.0374 -1.3119
H -5.8155 -2.1493 -2.0200
H -4.0738 -2.2231 -2.3049
H -5.0617 -1.0198 -3.1482
H -6.7789 -0.1200 -0.6628
H -6.0419 0.9522 -1.8637
H -5.6420 1.1493 -0.1450
H -0.9007 -1.2948 2.0521
H -2.3580 -0.1304 4.4698
H -2.0448 0.7511 2.9724
H -0.6890 0.2127 3.9793
H -1.8210 -2.5766 4.6832
H -0.1644 -2.2852 4.1527
H -1.1574 -3.4675 3.3001
I 1.8245 -5.9121 1.5408
C 0.6354 -4.5933 0.4263
C -0.7629 -4.5245 0.6844
C -1.4999 -3.6593 -0.0719
C -0.8745 -2.8850 -1.0976
N 0.4831 -3.0105 -1.3647
C 1.2106 -3.8208 -0.5387
H -1.2164 -5.1307 1.4570
H -2.5644 -3.5431 0.0963
H -1.4940 -2.5403 -1.9236
H 2.2786 -3.8454 -0.7315
```

## Properties
* strongest force on any atom: 0.3 eV/A
* E_HOMO: -1.20 eV
* net charge: -2

Charges in e, computed with Mulliken, in the same order as the atoms: 0.02, -1.47, 1.24, -1.92, 0.67, -0.35, -1.44, -0.39, 0.69, 0.95, -1.35, -1.69, -0.58, 1.92, -0.79, -0.87, -0.22, -0.55, -0.50, -0.65, 0.34, 0.36, -0.62, -0.86, 0.99, -0.35, 0.32, -0.61, -1.41, -0.44, 0.85, 1.02, -1.59, -1.66, 2.45, -1.56, -1.66, 0.37, 0.31, 0.34, -0.13, 0.37, 0.43, 0.36, 0.22, 0.33, 0.25, -0.10, 0.31, 0.13, 0.44, 0.30, 0.41, 0.40, 0.50, 0.37, 0.47, 0.26, 0.33, 0.27, 0.12, 0.31, 0.28, 0.44, 0.31, 0.42, 0.37, -0.86, 0.37, 0.31, 0.34, 0.40, 0.28, 0.30, -0.05, -0.19, -0.40, -0.47, -0.12, -0.62, -0.27, 0.56, 0.36, 0.38, 0.23

Entry 2:
C36H41N8O2SZr as an isolated structure, computed with wB97M-V/def2-TZVPD.

```
89
Properties=species:S:1:pos:R:3
Zr -0.3934 0.4551 -0.5087
C 2.5214 0.6050 1.4085
C 3.6484 -0.0212 0.6225
C 3.3427 -1.0493 -0.4277
C 4.3857 -1.8917 -0.8085
C 4.1801 -2.8352 -1.7928
C 2.9219 -2.9071 -2.3681
C 1.9422 -2.0383 -1.9281
N 2.1270 -1.1138 -0.9722
N 1.5173 1.5144 0.7585
C 0.9927 2.2597 1.9203
C -0.2022 3.1206 1.6564
C -0.6442 3.9797 2.6570
C -1.7920 4.7147 2.4492
C -2.4595 4.5661 1.2406
C -1.9418 3.6976 0.3043
N -0.8217 2.9846 0.4904
C 2.1475 2.4870 -0.2262
C 2.1798 2.0135 -1.6453
C 3.2819 1.4106 -2.2289
C 3.2130 0.8338 -3.4933
C 1.9108 0.5670 -3.9608
C 0.8626 1.2516 -3.4330
N 1.2940 2.4929 -2.7526
H 3.0180 1.1915 2.1909
H 1.9570 -0.1753 1.9151
H 4.2612 -0.5119 1.3841
H 4.3026 0.7459 0.2038
H 5.3475 -1.7980 -0.3203
H 4.9772 -3.4999 -2.0992
H 2.6903 -3.6231 -3.1443
H 0.9529 -2.0751 -2.3619
H 1.7901 2.8764 2.3560
H 0.7158 1.5271 2.6834
H -0.0922 4.0524 3.5852
H -2.1644 5.3862 3.2110
H -3.3690 5.1094 1.0277
H -2.4498 3.5463 -0.6352
H 3.1726 2.6783 0.1066
H 1.6174 3.4299 -0.1036
H 4.1910 1.3153 -1.6517
H 4.0778 0.3658 -3.9377
H 1.7133 -0.2251 -4.6718
H -0.1606 1.1622 -3.7425
S -1.2656 -1.1287 -2.3370
C -1.8117 -2.3886 -1.2344
N -2.8794 -3.0560 -1.4630
N -3.3137 -3.9731 -0.5640
C -3.3821 -3.7341 0.8479
C -3.5122 -2.4514 1.3707
C -3.6125 -2.2811 2.7417
C -3.6028 -3.3773 3.5951
C -3.4871 -4.6532 3.0644
C -3.3679 -4.8330 1.6935
N -1.0411 -2.7041 -0.0811
N -0.3173 -1.7962 0.3322
C 0.3847 -2.1112 1.5486
C -0.0251 -1.4565 2.7014
C 0.6633 -1.6913 3.8837
C 1.7513 -2.5540 3.8989
C 2.1388 -3.2079 2.7357
C 1.4494 -2.9970 1.5504
H -4.1456 -4.4127 -0.9255
H -3.5077 -1.5831 0.7233
H -3.7110 -1.2790 3.1410
H -3.6870 -3.2379 4.6647
H -3.4773 -5.5153 3.7185
H -3.2493 -5.8231 1.2723
H -0.8788 -0.7914 2.6541
H 0.3430 -1.2060 4.7966
H 2.2885 -2.7312 4.8211
H 2.9752 -3.8945 2.7528
H 1.7324 -3.5049 0.6372
C 0.2239 3.4963 -2.4491
C -1.1678 3.1025 -2.8723
O -1.6741 2.0193 -2.0966
C -3.0064 1.6566 -2.5864
C -3.8696 1.0265 -1.5232
H 0.4872 4.4166 -2.9676
H 1.9512 2.9362 -3.4217
H 0.2269 3.6925 -1.3852
H -1.2158 2.8600 -3.9376
H -1.8027 3.9819 -2.7178
H -2.8724 0.9870 -3.4378
H -3.4657 2.5847 -2.9388
H -3.5161 0.0367 -1.2496
H -4.8774 0.9345 -1.9318
H -3.9134 1.6360 -0.6219
O -1.7221 0.4303 0.6394
```

## Properties
* strongest force on any atom: 0.3 eV/A
* ΔE to the lowest compared entry with this formula, charge and spin: 84.1 kcal/mol
* E_HOMO: -9.62 eV
* net charge: +1

Charges in e, computed with Mulliken, in the same order as the atoms: 0.63, -0.73, -1.79, 0.66, -1.19, -0.96, -1.02, -0.48, 2.05, 2.12, -1.52, 0.39, -1.21, -0.56, -1.32, -0.26, 0.67, -2.61, 0.25, -0.46, -1.39, -0.35, -0.71, 0.65, 0.74, -0.51, 0.83, 0.27, 0.54, 0.48, 0.55, 0.04, 0.65, 0.69, 0.55, 0.44, 0.49, 0.43, 0.53, 1.06, 0.69, 0.41, 0.47, 0.62, -0.69, 0.50, -0.60, -0.14, 0.54, -0.06, -0.63, -0.56, -0.52, -0.48, -1.27, 1.74, -0.78, -0.07, -0.93, -0.67, -0.75, -0.14, 0.26, 0.36, 0.40, 0.43, 0.40, 0.45, 0.79, 0.47, 0.45, 0.45, 0.49, 0.06, -1.81, 1.07, -0.92, -0.82, 0.36, 0.55, -0.12, 0.50, 0.72, 0.50, 0.47, -0.12, 0.54, 0.22, -0.42

Entry 3:
C36H42BCaN10O2 as an isolated structure, computed with wB97M-V/def2-TZVPD.

```
92
Properties=species:S:1:pos:R:3
Ca -0.0361 1.1375 1.1160
C 0.1800 -5.0477 2.8553
C -0.3156 -4.2999 1.6614
C -0.9145 -4.8687 0.5617
C -1.3452 -3.7825 -0.2210
N -0.9979 -2.6407 0.3347
N -0.3367 -2.9475 1.4993
B 0.3659 -1.6589 1.9945
N 0.3894 -1.0942 3.4558
N 0.2756 0.2698 3.3812
C 0.3988 0.7487 4.6132
C 0.5781 -0.3021 5.5144
C 0.5779 -1.4516 4.7426
C 0.7458 -2.8437 5.2432
C 0.3352 2.2021 4.8313
C -0.3754 2.7278 5.9068
C -0.4630 4.0997 6.0815
C 0.1553 4.9598 5.1838
C 0.8761 4.4442 4.1169
C 0.9699 3.0713 3.9466
N 1.7561 -1.4214 1.3060
N 1.8267 -0.2916 0.5577
C 3.0071 -0.2821 -0.0489
C 3.7310 -1.4218 0.3087
C 2.9037 -2.1171 1.1749
C 3.1687 -3.4179 1.8486
C 3.3120 0.8125 -0.9854
C 2.8958 2.1152 -0.7083
C 3.0892 3.1366 -1.6248
C 3.7246 2.8684 -2.8301
C 4.1666 1.5812 -3.1048
C 3.9583 0.5577 -2.1918
C -2.0840 -3.7710 -1.4978
C -1.8279 -4.7249 -2.4779
C -2.5016 -4.6881 -3.6897
C -3.4398 -3.6956 -3.9365
C -3.7085 -2.7451 -2.9598
C -3.0373 -2.7847 -1.7477
H 0.2341 -6.1043 2.5996
H -0.5035 -4.9455 3.6972
H 1.1676 -4.7333 3.1796
H -1.0785 -5.9206 0.3962
H -0.3807 -0.8937 1.4603
H 0.7238 -0.2489 6.5800
H 1.0043 -2.8006 6.2990
H 1.5408 -3.3779 4.7266
H -0.1739 -3.4159 5.1438
H -0.8726 2.0536 6.5927
H -1.0228 4.4988 6.9170
H 0.0836 6.0305 5.3207
H 1.3784 5.1128 3.4299
H 1.5938 2.6610 3.1568
H 4.7257 -1.7024 0.0060
H 4.2127 -3.6877 1.7050
H 2.5511 -4.2073 1.4192
H 2.9761 -3.3667 2.9208
H 2.4725 2.3339 0.2680
H 2.7679 4.1432 -1.3903
H 3.8939 3.6643 -3.5434
H 4.6749 1.3710 -4.0370
H 4.2822 -0.4506 -2.4173
H -1.0858 -5.4910 -2.2886
H -2.2927 -5.4352 -4.4444
H -3.9712 -3.6727 -4.8790
H -4.4630 -1.9883 -3.1377
H -3.2647 -2.0721 -0.9630
N -1.1072 0.4538 -1.0013
C -2.2171 1.4024 -1.2396
C -2.8039 1.4236 -2.6659
C -1.9742 0.8629 -3.8295
C -0.6864 1.6253 -4.1872
N -0.8047 3.0506 -3.9221
C -1.3817 3.9418 -4.7010
N -1.5852 3.7296 -6.0098
N -1.7711 5.0950 -4.1467
C -1.6918 2.7494 -0.6638
O -1.3250 3.6672 -1.4276
O -1.6052 2.7705 0.5954
H -0.4377 0.4672 -1.7632
H -1.4051 -0.5182 -0.8993
H -3.0088 1.1085 -0.5500
H -3.0986 2.4511 -2.8933
H -3.7297 0.8472 -2.6483
H -2.6304 0.8653 -4.7029
H -1.7137 -0.1833 -3.6506
H -0.4127 1.4396 -5.2261
H 0.1662 1.2803 -3.6014
H -0.8951 3.2777 -2.9052
H -1.1509 2.9476 -6.4643
H -1.9506 4.4587 -6.5965
H -1.7648 5.1719 -3.1389
H -2.1931 5.8262 -4.6900
```

## Properties
* strongest force on any atom: 0.6 eV/A
* ΔE to the lowest compared entry with this formula, charge and spin: 37.0 kcal/mol
* E_HOMO: -10.35 eV
* net charge: +1

Charges in e, computed with Mulliken, in the same order as the atoms: 2.19, -1.26, 0.70, -1.32, -0.06, -0.47, 0.74, -0.77, 1.32, -0.77, -0.26, -1.29, 0.76, -1.09, 0.52, -0.54, -0.65, -0.42, -0.84, -0.61, 0.38, 0.36, -0.48, -1.41, 0.87, -1.27, 0.48, -0.08, -0.90, -0.44, -0.73, -0.58, 0.62, -0.60, -0.64, -0.49, -0.67, -0.28, 0.39, 0.25, 0.17, 0.52, -0.41, 0.53, 0.42, 0.19, 0.14, 0.45, 0.39, 0.39, 0.40, 0.97, 0.57, 0.43, 0.20, 0.15, 0.65, 0.44, 0.43, 0.42, 0.46, 0.43, 0.40, 0.41, 0.44, 0.63, -0.06, 0.45, -0.84, -0.29, -1.42, 0.04, 0.75, -0.34, -0.36, 0.06, -0.78, -0.91, -0.13, -0.17, 0.49, 0.24, 0.52, 0.40, 0.43, 0.50, 0.30, 0.39, 0.19, 0.22, 0.22, 0.18

Q: The lowest net charge belongs to which entry?
A: C36H41IN4O2Pd